Record 1
# C4H11N2OS

An isolated ion of composition C4H11N2OS and charge +1 in a non-equilibrium geometry (ωB97M-V/def2-TZVPD, the OMol25 dataset).

Each line ends with the natural charge from an NBO analysis.
Cartesian coordinates (Å):
1 H -0.997 -2.205 -0.655  0.360
2 C -0.446 0.785 1.758  -0.521
3 H 1.464 -1.424 -1.900  0.212
4 H 0.132 1.680 -0.734  0.399
5 H -1.986 0.077 0.543  0.223
6 C 0.488 -0.139 -0.717  0.729
7 H 2.290 0.062 -1.084  0.511
8 H -0.900 0.245 2.585  0.253
9 H 1.097 1.862 3.189  0.154
10 C -1.300 0.946 0.427  -0.265
11 H 0.415 0.249 1.318  0.188
12 N -0.206 -2.537 -1.176  -0.760
13 S 0.267 2.358 2.226  0.017
14 N -0.544 0.916 -0.819  -0.529
15 H 0.402 -2.968 -0.508  0.373
16 H -1.948 1.832 0.350  0.249
17 H -0.291 -0.979 -2.526  0.279
18 O 1.680 0.576 -0.528  -0.594
19 C 0.382 -1.335 -1.747  -0.277

Properties
frontier orbital gap	6.18	eV
structure (SMILES)	NC/C(O)=[NH+]\CCS
total charge	+1
LUMO energy	-6.793	eV
energy above the lowest of the compared OMol25 structures with the same formula, charge and spin	110.8	kcal/mol

=====

Record 2
# C4H11N2S

A 2-piece molecular cluster, C4H11N2S overall in a non-equilibrium geometry (ωB97M-V/def2-TZVPD, the OMol25 dataset).

Each line ends with the natural charge from an NBO analysis.
Cartesian coordinates (Å):
1 H -0.491 -1.408 0.888  0.432
2 H 0.012 -1.949 2.539  0.374
3 H -0.745 2.839 0.513  0.181
4 H 0.549 1.177 -1.725  0.187
5 H 2.872 -3.485 1.233  0.320
6 C 1.276 -2.458 1.047  0.289
7 N 0.173 -1.875 1.547  -0.843
8 H -0.266 1.137 0.832  0.237
9 H -1.594 0.760 -2.626  0.179
10 H -2.396 1.541 -1.282  0.165
11 N 2.127 -3.080 1.781  -0.818
12 S -1.640 -0.694 -0.732  -0.681
13 H -0.307 2.714 -1.789  0.169
14 H 0.945 2.407 0.377  0.184
15 C -0.257 1.754 -1.262  -0.401
16 H 1.337 -2.328 -0.036  0.155
17 C -1.525 0.923 -1.545  -0.513
18 C -0.070 2.024 0.238  -0.617

Properties
frontier orbital gap	7.02	eV
total charge	-1
LUMO energy	4.086	eV
energy above the lowest of the compared OMol25 structures with the same formula, charge and spin	1.4	kcal/mol